## 1
DFT (the ωB97M-V functional and the def2-TZVPD basis) results for a 2-piece molecular cluster, C3H4S overall.

Output
SMILES: C1=CC=1.S
spin multiplicity: 1
lowest unoccupied orbital energy: 0.47 eV
orbital gap: 9.200 eV
molar mass: 72.132 g/mol

Cartesian coordinates (Å):
C (-0.30942, -0.12692, 0.18223)
C (-1.30414, 0.83218, 0.01581)
C (-1.64907, -0.48180, 0.27657)
H (-1.72209, 1.81050, -0.20914)
H (-2.47484, -1.13526, 0.39471)
S (3.01743, 0.00149, 0.13853)
H (2.72430, -0.67202, -0.99541)
H (1.71781, -0.22815, 0.19670)

## 2
DFT (the ωB97M-V functional and the def2-TZVPD basis) results for one molecule with the formula C3H4S.

Output
spin multiplicity: 1
lowest unoccupied orbital energy: -0.30 eV
orbital gap: 8.865 eV
molar mass: 72.132 g/mol

Cartesian coordinates (Å):
C (0.54702, 0.05318, 0.42986)
C (2.02770, -0.34088, 0.02972)
C (-0.68561, 0.26696, -0.46240)
S (1.13699, -1.68917, 0.54524)
H (0.30472, 0.61086, 1.41929)
H (-1.66749, 0.01108, 0.09876)
H (-0.75236, -0.25910, -1.47393)
H (-0.91097, 1.34707, -0.58653)

Which of them is the least stable? Correct choice: 1.

## 1
DFT (the ωB97M-V functional and the def2-TZVPD basis) results for one molecule with the formula C19H29N3O3S.

Output
SMILES: CCCCN(C)CCn1c(=S)[nH]c2cc(OCC)c(OCC)cc2c1=O
spin multiplicity: 1
lowest unoccupied orbital energy: 0.48 eV
orbital gap: 8.396 eV
molar mass: 379.526 g/mol

Cartesian coordinates (Å):
C (-6.14141, -2.88170, -0.01153)
C (-4.69127, -2.41809, 0.05819)
C (-4.52794, -0.98518, -0.43976)
C (-3.06037, -0.53970, -0.36291)
N (-2.76582, 0.81939, -0.78098)
C (-3.04952, 1.07154, -2.17719)
C (-3.28231, 1.86063, 0.08537)
C (-2.46144, 1.98898, 1.37705)
N (-1.03982, 2.03842, 1.08483)
C (-0.52146, 3.18563, 0.56078)
S (-1.38113, 4.58295, 0.38385)
N (0.78575, 3.18233, 0.18984)
C (1.60931, 2.09071, 0.30040)
C (2.93000, 2.11015, -0.12259)
C (3.75053, 0.99356, 0.00130)
O (5.00233, 1.19046, -0.45939)
C (5.98252, 0.16315, -0.50382)
C (7.22450, 0.76743, -1.14104)
C (3.22385, -0.19157, 0.58225)
O (4.06689, -1.26033, 0.71748)
C (3.56444, -2.50146, 1.17846)
C (2.75315, -3.24387, 0.12171)
C (1.90710, -0.19412, 0.99959)
C (1.08804, 0.92694, 0.86638)
C (-0.29953, 0.87731, 1.31163)
O (-0.79930, -0.08562, 1.85818)
H (-6.23504, -3.90385, 0.34810)
H (-6.50580, -2.84397, -1.03617)
H (-6.77616, -2.24377, 0.59992)
H (-4.06848, -3.08216, -0.54594)
H (-4.33711, -2.48225, 1.08938)
H (-4.87994, -0.92072, -1.47176)
H (-5.14906, -0.32430, 0.16885)
H (-2.45814, -1.20038, -0.99540)
H (-2.70155, -0.65997, 0.66080)
H (-2.57023, 2.00578, -2.47255)
H (-2.62673, 0.26437, -2.77370)
H (-4.12274, 1.15041, -2.40317)
H (-4.33714, 1.71760, 0.36545)
H (-3.21018, 2.80576, -0.45673)
H (-2.61655, 1.13082, 2.03087)
H (-2.75045, 2.90617, 1.89510)
H (1.14077, 4.04825, -0.19407)
H (3.35562, 2.99781, -0.56292)
H (5.61930, -0.67970, -1.10091)
H (6.20561, -0.19172, 0.50735)
H (8.00964, 0.01924, -1.19675)
H (6.99619, 1.12051, -2.14295)
H (7.57475, 1.60872, -0.54951)
H (4.46576, -3.07124, 1.42202)
H (2.98321, -2.36636, 2.09765)
H (3.35655, -3.39508, -0.77018)
H (1.86316, -2.68430, -0.15422)
H (2.45210, -4.21215, 0.51122)
H (1.45555, -1.06143, 1.45213)

## 2
DFT (the ωB97M-V functional and the def2-TZVPD basis) results for C19H29N3O3S as an isolated structure.

Output
spin multiplicity: 1
lowest unoccupied orbital energy: 0.32 eV
orbital gap: 8.786 eV
molar mass: 379.526 g/mol

Cartesian coordinates (Å):
C (1.04244, 4.31814, -7.21511)
H (1.56049, 4.98888, -6.59544)
H (-0.11534, 4.48084, -7.02543)
C (1.15943, 2.92955, -6.70909)
C (0.70222, 2.97457, -5.23147)
O (0.54013, 3.87204, -4.64070)
N (1.21752, 1.73535, -4.73392)
C (0.70256, 1.23161, -3.45923)
C (0.28825, 2.04944, -2.45064)
C (0.18571, 1.51151, -1.06603)
C (0.53705, -0.01256, -1.03279)
C (0.86821, -0.71598, -2.09271)
C (0.96483, 0.04982, -3.12617)
C (1.60214, -0.83582, -4.46664)
H (2.44486, -1.13369, -4.38605)
H (1.03717, -1.50913, -4.77414)
C (1.54064, 0.54582, -5.37254)
H (0.90497, 0.25451, -6.29232)
H (2.42856, 0.46417, -5.86373)
H (1.26971, -1.73420, -1.75869)
S (0.23710, -0.59198, 0.63791)
O (-0.42854, -1.74127, 0.47511)
O (1.70941, -1.01081, 1.14294)
N (-0.21002, 0.57259, 1.58361)
H (-1.45358, 0.03125, 1.90843)
C (0.38993, 1.14704, 2.72238)
H (1.39806, 0.94956, 2.65563)
H (0.45239, 2.11572, 2.44924)
C (-0.07036, 0.99747, 4.01432)
N (-0.71493, -0.36796, 4.14455)
C (-1.84275, -0.67655, 5.04510)
C (-2.66906, -1.84001, 4.77292)
C (-1.57269, -3.11002, 4.88689)
C (-2.34086, -4.23964, 4.56582)
H (-1.61885, -5.13169, 4.59666)
H (-2.67160, -4.52980, 3.50882)
H (-3.29851, -4.55936, 5.22607)
C (-0.18908, -2.81249, 3.93757)
C (0.23687, -1.49005, 4.14369)
H (1.12160, -1.35508, 3.30078)
H (0.81323, -1.42793, 5.31186)
H (0.56598, -3.60051, 3.85403)
H (-0.79258, -2.70366, 2.79962)
H (-1.15173, -2.98200, 5.89542)
H (-3.04386, -1.83993, 3.69481)
H (-3.39642, -1.99447, 5.71971)
H (-2.48537, 0.34302, 5.15275)
H (-1.38191, -0.50205, 6.29003)
H (-1.09272, 1.55516, 4.18930)
H (0.66159, 1.07666, 4.68963)
H (-0.19070, 2.02152, -0.29287)
H (0.10090, 3.04407, -2.55107)
H (2.11378, 2.50121, -6.79486)
H (0.64558, 2.26956, -7.20132)
H (1.28816, 4.41753, -8.18265)

Which of them is the least stable? Correct choice: 2.

## 1
DFT (the ωB97M-V functional and the def2-TZVPD basis) results for one molecule with the formula C4H8Cl2Si.

Output
SMILES: C=C[Si](Cl)(Cl)CC
spin multiplicity: 1
lowest unoccupied orbital energy: 0.70 eV
orbital gap: 11.232 eV
molar mass: 155.100 g/mol

Cartesian coordinates (Å):
C (-0.29417, 2.69869, -0.76736)
C (-0.22730, 1.39183, -0.79854)
Si (0.77935, 0.36891, 0.34450)
Cl (2.78199, 0.87586, -0.08722)
Cl (0.48795, 0.87844, 2.38681)
C (0.53353, -1.51672, 0.15712)
C (-0.89323, -1.99494, 0.38744)
H (0.30170, 3.25388, -0.03299)
H (-0.98134, 3.24682, -1.43380)
H (-0.82472, 0.87764, -1.52199)
H (1.23196, -1.90955, 0.89004)
H (0.89765, -1.85677, -0.81204)
H (-1.54593, -1.54580, -0.36371)
H (-1.03654, -3.07712, 0.27144)
H (-1.21090, -1.69117, 1.38028)

## 2
DFT (the ωB97M-V functional and the def2-TZVPD basis) results for a 2-piece molecular cluster, C4H8Cl2Si overall.

Output
spin multiplicity: 1
lowest unoccupied orbital energy (alpha / beta): -0.37 / -0.37 eV
orbital gap (alpha / beta): 7.851 / 7.852 eV
molar mass: 155.100 g/mol

Cartesian coordinates (Å):
C (1.54513, 2.53004, 0.54951)
C (0.78136, 1.76187, 1.26853)
C (0.16221, -0.78687, -1.75168)
C (-1.01772, -1.88257, 0.79732)
Si (-0.88390, -0.26912, -0.24545)
Cl (-1.50048, -3.19259, -0.16642)
Cl (-2.26998, -1.63598, 1.98506)
H (2.12805, 3.46112, 0.78165)
H (1.63211, 2.20016, -0.53426)
H (0.56624, 1.89347, 2.38802)
H (0.64436, 0.20246, -1.96135)
H (0.93094, -1.39180, -1.43756)
H (-0.50484, -1.21270, -2.48992)
H (-0.13061, -2.11058, 1.30738)
H (-2.08285, 0.43310, -0.49082)

Which of them is the least stable? Correct choice: 2.

## 1
DFT (the ωB97M-V functional and the def2-TZVPD basis) results for an isolated ion of composition CHN2 and charge +1.

Output
SMILES: C1=[N+]=N1
spin multiplicity: 1
net charge: +1
lowest unoccupied orbital energy: -8.90 eV
orbital gap: 10.830 eV
molar mass: 41.033 g/mol

Cartesian coordinates (Å):
C (0.11915, 0.29783, -0.09848)
N (-0.81628, -0.25878, 0.67417)
N (-0.04635, -1.14292, 0.12603)
H (0.74348, 1.10386, -0.70171)

## 2
DFT (the ωB97M-V functional and the def2-TZVPD basis) results for an isolated ion of composition CHN2 and charge +1.

Output
SMILES: C1=[N+]=N1
spin multiplicity: 1
net charge: +1
lowest unoccupied orbital energy: -8.89 eV
orbital gap: 11.774 eV
molar mass: 41.033 g/mol

Cartesian coordinates (Å):
C (0.12201, 0.28632, 0.03802)
N (-0.81207, -0.62856, 0.24739)
N (0.27031, -0.92886, -0.45772)
H (0.41975, 1.27109, 0.17231)

Which of them is the least stable? Correct choice: 1.

## 1
DFT (the ωB97M-V functional and the def2-TZVPD basis) results for a 11-piece molecular cluster, BH24O10 overall.

Output
spin multiplicity: 1
net charge: -1
lowest unoccupied orbital energy: 2.69 eV
orbital gap: 10.407 eV
molar mass: 194.994 g/mol

Cartesian coordinates (Å):
B (0.17547, 0.19526, 0.18373)
H (0.28671, -0.88144, 0.67331)
H (0.97754, 0.82913, 0.83533)
H (0.60505, 0.15946, -0.93074)
H (-0.92235, 0.63575, 0.32317)
O (-0.18822, -3.16892, -0.09486)
H (-0.30924, -3.01109, 0.84893)
H (-0.02396, -2.29195, -0.46336)
O (3.37635, 0.01009, -0.01617)
H (3.57022, 0.75426, 0.56282)
H (2.40497, -0.01383, 0.00197)
O (1.82709, -0.92889, 2.78244)
H (1.36670, -0.55240, 2.01071)
H (1.13651, -1.40476, 3.25754)
O (-1.06729, 1.74680, 2.62269)
H (-0.42723, 1.48356, 1.93866)
H (-0.53846, 2.17787, 3.29985)
O (0.75035, 2.85629, -1.05896)
H (1.66599, 3.14816, -1.07020)
H (0.76883, 1.98871, -0.59888)
O (-1.18167, 2.02268, -3.06287)
H (-1.08673, 2.60712, -3.81855)
H (-0.49212, 2.30782, -2.43283)
O (2.62059, -0.78235, -2.58016)
H (3.08880, -0.63223, -1.74385)
H (1.69897, -0.57115, -2.38650)
O (-2.04702, -0.30307, -1.82073)
H (-1.81763, 0.40097, -2.45372)
H (-1.48596, -0.08325, -1.05826)
O (-3.82271, -1.42530, 0.09952)
H (-3.72027, -2.14681, -0.52705)
H (-3.21986, -0.75080, -0.24894)
O (-1.18425, -1.73681, 2.55651)
H (-0.68618, -1.18126, 1.93338)
H (-2.09898, -1.45762, 2.43607)

## 2
DFT (the ωB97M-V functional and the def2-TZVPD basis) results for a 11-piece molecular cluster, BH24O10 overall.

Output
spin multiplicity: 1
net charge: -1
lowest unoccupied orbital energy: 2.60 eV
orbital gap: 9.752 eV
molar mass: 194.994 g/mol

Cartesian coordinates (Å):
B (0.24526, -0.34074, -0.69617)
H (0.06126, 0.81926, -1.04917)
H (0.24926, -0.97274, -1.68117)
H (1.31826, -0.48474, -0.10117)
H (-0.81574, -0.66274, -0.02217)
O (2.18126, -0.19674, 3.34483)
H (1.45126, 0.15426, 2.77183)
H (1.84926, -0.99874, 3.64383)
O (-3.04374, -2.52374, -0.34717)
H (-2.11074, -2.30074, 0.07183)
H (-3.35174, -2.32974, 0.45083)
O (-1.71774, 0.19126, -3.85317)
H (-1.01274, -0.10074, -3.21317)
H (-1.53974, 1.09926, -4.11717)
O (3.40326, -1.70274, 1.31983)
H (3.31026, -1.35374, 0.46283)
H (3.14226, -1.07774, 1.87083)
O (-0.44574, 0.84426, 2.45283)
H (-0.73474, 1.65026, 2.35483)
H (-0.34174, 0.48126, 1.65283)
O (1.43326, 0.56526, -4.69717)
H (1.24026, 0.04926, -3.87117)
H (0.69426, 0.21826, -5.33417)
O (-3.15574, 1.08426, 2.05683)
H (-3.43274, 0.57826, 2.90783)
H (-2.24374, 1.00726, 1.85683)
O (2.64826, 2.30026, 1.52583)
H (2.01826, 2.07126, 0.81083)
H (2.62726, 1.58926, 2.19283)
O (-1.97174, 3.35326, -1.36817)
H (-1.39474, 3.78026, -2.10917)
H (-1.60674, 2.37226, -1.37017)
O (0.59026, -3.38874, 0.59383)
H (0.37826, -2.60474, 0.10483)
H (0.07826, -3.16974, 1.38383)

## 3
DFT (the ωB97M-V functional and the def2-TZVPD basis) results for a 11-piece molecular cluster, BH24O10 overall.

Output
spin multiplicity: 1
net charge: -1
lowest unoccupied orbital energy: 2.61 eV
orbital gap: 9.287 eV
molar mass: 194.994 g/mol

Cartesian coordinates (Å):
B (-0.16681, 0.02767, 0.21391)
H (-0.51951, -0.16261, -0.92994)
H (1.01247, -0.28807, 0.57866)
H (-0.30177, 1.13229, 0.54239)
H (-0.93379, -0.73876, 0.96279)
O (4.24078, -0.15422, 1.09298)
H (3.58046, -0.28683, 0.45358)
H (4.47800, -1.06461, 1.46807)
O (-3.21213, -0.42857, 2.47095)
H (-3.10527, 0.41526, 1.85370)
H (-2.68012, -1.24265, 2.28477)
O (2.82767, 0.26525, -1.62552)
H (3.10233, 1.19353, -1.80675)
H (2.07753, 0.12368, -0.94838)
O (0.34471, 1.09786, 3.70446)
H (0.28249, 2.05784, 3.67324)
H (0.36758, 0.78379, 2.81649)
O (0.41078, -3.46457, 0.71970)
H (1.33451, -3.97822, 0.76952)
H (0.56512, -2.61586, 0.52802)
O (-1.68803, 2.48180, -1.80914)
H (-1.39833, 2.15088, -2.76926)
H (-1.36853, 2.00889, -1.02444)
O (1.27434, -2.42212, -3.02652)
H (0.57170, -2.42584, -2.50455)
H (1.75932, -1.40093, -2.90658)
O (0.68889, 3.63288, -1.17174)
H (-0.16365, 3.07379, -1.34346)
H (0.24754, 4.45141, -0.95359)
O (-1.56015, -2.78271, -1.43079)
H (-1.08240, -3.11565, -0.55215)
H (-1.89538, -1.94257, -1.31097)
O (-3.27569, 1.43702, 0.92842)
H (-2.27315, 1.38940, 0.80081)
H (-3.54148, 0.79157, 0.25131)

Which of them is the least stable? Correct choice: 3.

## 1
DFT (the ωB97M-V functional and the def2-TZVPD basis) results for one molecule with the formula C4H5N3O2.

Output
spin multiplicity: 1
lowest unoccupied orbital energy (alpha / beta): 0.11 / -1.10 eV
orbital gap (alpha / beta): 7.967 / 7.090 eV
molar mass: 127.103 g/mol

Cartesian coordinates (Å):
C (0.32559, 1.08193, 0.06144)
C (-1.07510, 1.22743, 0.06737)
C (0.56493, -0.29093, 0.04050)
C (-0.63915, -1.02200, 0.06607)
N (-1.61482, 0.01593, 0.11151)
N (-2.95040, -0.52654, 0.09713)
N (1.76998, -0.96465, 0.14068)
O (-0.92984, -2.18702, -0.07280)
O (-3.93412, 0.19379, -0.21353)
H (0.90892, 1.98234, 0.09907)
H (-1.73308, 2.12515, -0.12614)
H (-3.11243, -1.42438, 0.42724)
H (2.39929, -0.91264, -0.63529)
H (1.59724, -1.94059, 0.31285)

## 2
DFT (the ωB97M-V functional and the def2-TZVPD basis) results for one molecule with the formula C4H5N3O2.

Output
SMILES: Cn1cncc1[N+](=O)[O-]
spin multiplicity: 1
lowest unoccupied orbital energy: -1.37 eV
orbital gap: 8.879 eV
molar mass: 127.103 g/mol

Cartesian coordinates (Å):
C (-0.68059, -1.41154, -0.53944)
N (-0.60604, -0.08874, 0.11721)
C (-0.92350, -0.10075, 1.37616)
N (-0.27937, 0.76046, 2.18320)
C (0.62828, 1.30032, 1.17126)
C (0.48898, 0.74187, -0.05668)
N (1.25405, 0.86037, -1.37183)
O (0.73004, 0.13695, -2.30284)
O (2.41352, 1.51697, -1.41004)
H (0.19082, -2.20912, -0.38890)
H (-1.64500, -2.03219, -0.13231)
H (-0.76659, -1.00281, -1.64949)
H (-1.80204, -0.75752, 1.51420)
H (0.99745, 2.28573, 1.48949)

## 3
DFT (the ωB97M-V functional and the def2-TZVPD basis) results for one molecule with the formula C4H5N3O2.

Output
SMILES: Cn1cncc1[N+](=O)[O-]
spin multiplicity: 1
lowest unoccupied orbital energy: -0.70 eV
orbital gap: 9.257 eV
molar mass: 127.103 g/mol

Cartesian coordinates (Å):
C (0.89728, 2.05306, 0.13867)
N (0.87705, 0.56291, -0.08683)
C (2.02242, -0.16269, -0.11678)
N (1.79030, -1.42051, 0.02505)
C (0.44842, -1.56949, -0.00924)
C (-0.15537, -0.35410, 0.05080)
N (-1.52138, -0.04216, -0.05202)
O (-1.80879, 1.17720, -0.15618)
O (-2.28679, -0.98897, 0.12039)
H (0.50733, 2.20090, 1.22968)
H (1.94392, 2.40390, 0.10185)
H (0.16822, 2.48780, -0.59837)
H (2.98516, 0.36956, -0.12010)
H (-0.13827, -2.47044, 0.08920)

## 4
DFT (the ωB97M-V functional and the def2-TZVPD basis) results for C4H5N3O2 as an isolated structure.

Output
spin multiplicity: 1
lowest unoccupied orbital energy (alpha / beta): -1.22 / -1.21 eV
orbital gap (alpha / beta): 7.018 / 7.022 eV
molar mass: 127.103 g/mol

Cartesian coordinates (Å):
C (-1.57969, -0.37093, 0.57792)
N (-0.53260, 0.00438, -0.38971)
C (0.55016, 1.20752, 0.04910)
C (1.64082, 0.30785, 0.28389)
O (-1.11471, 0.35996, -1.62046)
N (2.51478, 0.18524, 1.17029)
C (0.58655, -1.06147, -0.50675)
O (0.38074, 2.26689, -0.48808)
N (0.77316, -2.19756, -0.74830)
H (-0.87459, 1.31015, -1.70586)
H (3.11677, -0.62407, 0.98276)
H (-2.11280, -1.23571, 0.18749)
H (-2.25447, 0.47565, 0.68952)
H (-1.09412, -0.62789, 1.51820)

Which of them is the least stable? Correct choice: 4.